(1)
Formula: C13H41ClFN3O8P
Source: OMol25
Level of theory: ωB97M-V/def2-TZVPD

Calculated values
HOMO level	-11.960	eV
LUMO	-0.166	Ha
total charge	+1

Last column: Mulliken charge in e.
Element x y z (Å)
1 N -0.8495 3.1322 -1.4290  -0.185
2 C -0.0488 2.5570 -0.5822  0.318
3 N 0.0887 3.0945 0.7123  -0.242
4 Cl -0.8375 2.1355 1.8040  -0.038
5 C 1.5595 2.9279 0.9379  -0.920
6 C 1.9492 1.6643 0.1049  0.145
7 C 2.2891 0.4872 0.9951  -0.731
8 C 2.6395 -0.8047 0.2626  -0.584
9 C 1.3627 -1.5778 -0.0444  0.091
10 F 1.5687 -2.4245 -1.1176  -0.387
11 N 0.7231 1.4725 -0.7592  0.387
12 P 0.9015 0.7643 -2.3413  0.158
13 O -0.0909 -0.2766 -2.5995  -0.399
14 H -1.5115 3.7977 -1.0597  0.329
15 H -0.8285 2.9914 -2.4258  0.205
16 H 1.6628 2.7631 2.0017  0.428
17 H 2.0452 3.8395 0.6143  0.328
18 H 2.7838 1.9745 -0.5198  0.418
19 H 3.1139 0.8054 1.6295  0.393
20 H 1.4444 0.3236 1.6646  0.290
21 H 3.2529 -1.4057 0.9279  0.239
22 H 3.1988 -0.6292 -0.6538  0.259
23 H 1.0497 -2.1810 0.7972  0.383
24 H 0.5501 -0.9037 -0.3002  -0.182
25 H 2.2220 0.3265 -2.4716  0.004
26 H 0.7632 1.8516 -3.2252  0.130
27 C -1.5978 -3.6767 1.6541  -0.660
28 O -1.3091 -2.3143 1.3380  -0.329
29 H -0.6492 -4.1743 1.8417  0.246
30 H -2.2192 -3.7522 2.5487  0.280
31 H -2.0986 -4.1723 0.8207  0.254
32 H -2.1481 -1.8768 1.1647  0.282
33 C -3.2952 0.4026 5.0020  -0.506
34 O -3.3636 0.4086 3.5728  -0.410
35 H -4.2377 0.0006 5.3606  0.243
36 H -2.4824 -0.2347 5.3567  0.279
37 H -3.1681 1.4117 5.4018  0.190
38 H -2.5392 0.7609 3.2354  0.262
39 C -3.4081 5.0986 4.7277  -0.521
40 O -2.1776 4.4167 4.9670  -0.466
41 H -3.5178 5.8442 5.5093  0.240
42 H -3.4025 5.6039 3.7582  0.231
43 H -4.2583 4.4139 4.7717  0.262
44 H -2.0705 3.7536 4.2830  0.258
45 C 6.3768 -1.7593 2.5382  -0.549
46 O 4.9785 -1.9423 2.7605  -0.461
47 H 6.4851 -1.1472 1.6463  0.209
48 H 6.8485 -1.2449 3.3780  0.271
49 H 6.8801 -2.7135 2.3717  0.278
50 H 4.8740 -2.4851 3.5454  0.282
51 C 4.1753 -0.7255 -4.5783  -0.436
52 O 3.8715 0.6732 -4.6067  -0.508
53 H 3.7290 -1.1424 -3.6776  0.110
54 H 3.7561 -1.2396 -5.4445  0.282
55 H 5.2527 -0.8944 -4.5437  0.290
56 H 4.2631 1.0382 -5.4036  0.300
57 C -3.1334 -1.9250 -2.2689  -0.731
58 O -2.5316 -1.9771 -0.9803  -0.420
59 H -4.1915 -2.1498 -2.1626  0.285
60 H -3.0245 -0.9273 -2.7055  0.251
61 H -2.6820 -2.6619 -2.9379  0.316
62 H -1.5967 -1.7802 -1.0977  0.252
63 C -4.7606 -2.5783 -5.6304  -0.442
64 O -4.3485 -1.3730 -6.2703  -0.501
65 H -5.5487 -3.0175 -6.2348  0.267
66 H -3.9311 -3.2869 -5.5624  0.230
67 H -5.1525 -2.3746 -4.6304  0.169
68 H -3.6491 -0.9852 -5.7410  0.283

Atomic forces in eV per Å
-0.2080 0.0580 0.1456
-0.2786 -0.9965 0.2689
0.4927 0.7448 -0.2012
-0.2506 -0.1018 0.0863
-1.0503 -0.8181 0.1049
0.0297 0.5883 1.0465
0.0464 -0.0239 -0.2425
-0.3800 -0.2291 0.4998
0.3812 0.0524 -0.0297
0.0732 -0.1122 -0.2574
1.2775 1.5986 -1.1094
-0.5293 -1.1069 -0.9524
-0.4898 0.0026 0.0589
0.0622 0.2890 -0.0134
-0.2020 -0.4077 -0.0748
0.4498 0.1383 0.1311
0.1287 0.1123 -0.0355
0.0746 -0.3890 -0.3362
0.1639 0.0406 0.0053
-0.0810 -0.1221 0.1029
0.2832 -0.0683 -0.1072
0.1331 0.0915 -0.0944
-0.1331 -0.0032 0.1937
-0.2576 -0.1198 -0.0014
0.1848 0.4720 0.4588
0.3024 0.2805 0.2595
-0.0046 0.2048 -0.0740
0.1572 -0.0392 0.4476
0.0288 -0.0117 0.0136
0.0132 -0.0365 0.0103
-0.0122 -0.0067 -0.0138
-0.0626 -0.0627 -0.1647
0.0709 0.0286 -0.1515
-0.1343 0.0446 0.1052
-0.0296 -0.0119 -0.0121
-0.0135 -0.0028 0.0315
-0.0065 -0.0105 0.0337
0.0816 -0.1078 0.0417
0.0949 -0.1310 -0.0275
-0.0575 0.0970 0.0101
0.0132 0.0129 0.0243
-0.0294 0.0306 0.0152
-0.0260 0.0306 0.0064
-0.0094 -0.0709 -0.0570
-0.1122 -0.0741 0.0889
0.0560 0.1286 -0.1080
-0.0107 0.0099 -0.0229
0.0295 0.0128 -0.0229
0.0312 0.0165 -0.0220
-0.0548 -0.0474 0.0417
0.0283 0.1339 -0.0947
-0.1340 -0.1878 0.2048
-0.0171 -0.0122 0.0187
-0.0085 -0.0347 0.0220
-0.0016 -0.0299 0.0224
-0.0023 0.1020 -0.0353
0.1532 0.0600 0.0284
-0.2415 0.1448 -0.3120
-0.0059 -0.0132 0.0955
-0.0534 -0.0428 -0.0847
-0.0512 0.0262 -0.0472
0.0843 -0.1148 0.0657
0.1794 0.2108 -0.0041
-0.1192 -0.1044 -0.0016
-0.0178 0.0213 -0.0322
-0.0609 -0.0726 0.0384
-0.0388 -0.0985 0.0093
0.0710 0.0377 0.0056

(2)
Formula: C13H42N12O7
Source: OMol25
Level of theory: ωB97M-V/def2-TZVPD

Calculated values
HOMO level	-8.966	eV
energy above the lowest of the compared OMol25 structures with the same formula, charge and spin	1.6180	eV
LUMO	0.009	Ha

Last column: Mulliken charge in e.
Element x y z (Å)
1 C -0.0392 2.6382 4.0525  0.688
2 O 0.9381 1.8923 3.9747  -0.815
3 N -0.8932 2.6240 5.1152  -0.361
4 N -0.3449 3.5295 3.0464  -0.384
5 H -1.7078 3.2019 5.1295  0.139
6 H -0.6964 1.8556 5.7614  0.377
7 H 0.2377 3.4163 2.2288  0.122
8 H -1.2564 3.9395 3.0058  0.210
9 C -0.4176 -0.8695 5.9399  0.381
10 O -0.5664 0.1855 6.5596  -0.809
11 N 0.2877 -0.9127 4.7739  -0.433
12 N -1.0130 -2.0441 6.3308  -0.319
13 H 0.3750 -1.8098 4.3247  0.732
14 H 0.9173 -0.1545 4.5572  0.121
15 H -1.1736 -2.2348 7.3004  0.222
16 H -1.0437 -2.8202 5.6945  0.149
17 C -2.6131 -2.2429 -1.2664  0.687
18 O -1.8941 -1.8845 -0.3297  -0.890
19 N -3.1510 -3.5032 -1.3442  -0.353
20 N -2.7383 -1.5124 -2.4138  -0.307
21 H -3.7703 -3.7594 -2.0865  0.164
22 H -2.9310 -4.1352 -0.5871  0.227
23 H -3.3363 -1.8038 -3.1627  0.151
24 H -2.1865 -0.6874 -2.5561  0.128
25 C 3.7294 4.2436 -0.5462  0.374
26 O 4.6504 4.8426 -1.0796  -0.666
27 N 3.3786 4.2898 0.7808  -0.312
28 N 2.8130 3.5284 -1.2948  -0.224
29 H 4.0488 4.5667 1.4710  0.193
30 H 2.5266 3.8436 1.0686  0.305
31 H 2.0944 2.9579 -0.8633  0.379
32 H 2.9523 3.4484 -2.2826  0.119
33 C 0.2636 1.1360 0.5362  0.516
34 O 0.9997 2.1271 0.4282  -0.820
35 N -0.4427 0.6388 -0.5391  -0.111
36 N 0.1183 0.3940 1.6659  0.006
37 H -0.9536 -0.2230 -0.4048  0.174
38 H -0.0668 0.8921 -1.4355  0.142
39 H 0.5767 0.7272 2.5056  0.145
40 H -0.4708 -0.4163 1.6587  0.028
41 C -0.3753 -5.5474 2.8430  -1.445
42 C -1.1027 -4.2367 2.6113  0.294
43 C -0.2559 -2.9710 2.5037  -0.752
44 O 0.5635 -2.8393 3.6556  -0.253
45 C 1.9426 -3.0010 3.3919  -1.029
46 N -2.0747 -4.3072 1.4663  -0.674
47 H -1.0669 -6.3628 3.0644  0.394
48 H 0.2116 -5.3859 3.7531  0.314
49 H 0.2318 -5.9208 2.0181  0.283
50 H -1.7278 -4.0700 3.4981  0.189
51 H -0.9625 -2.1313 2.5249  0.352
52 H 0.2592 -2.8717 1.5428  0.590
53 H 2.5602 -2.5038 4.1408  0.360
54 H 2.2173 -2.4939 2.4591  0.350
55 H 2.2384 -4.0504 3.3186  0.325
56 H -1.9762 -3.4039 1.0110  0.396
57 H -2.9970 -4.4735 1.8393  0.253
58 C 0.1092 1.6500 -4.3764  -1.232
59 C -0.3416 1.6991 -5.8489  0.253
60 C 0.6649 2.5076 -6.6757  -0.605
61 O 0.0238 2.7909 -7.9073  -0.312
62 C 0.8031 3.5943 -8.7827  -0.782
63 N -0.4582 0.3150 -6.3264  -0.766
64 H 0.7727 2.4729 -4.1128  0.302
65 H 0.6175 0.7095 -4.1488  0.357
66 H -0.7704 1.6694 -3.7292  0.261
67 H -1.3343 2.1462 -5.8706  0.366
68 H 1.5153 1.8388 -6.8719  0.284
69 H 0.9824 3.4249 -6.1702  0.421
70 H 1.5918 3.0545 -9.2983  0.279
71 H 1.1678 4.4463 -8.1875  0.326
72 H 0.0895 4.1196 -9.4198  0.275
73 H 0.4863 -0.0597 -6.3545  0.269
74 H -0.8061 0.2860 -7.2787  0.282

Atomic forces in eV per Å
-0.9474 0.4090 -0.0231
0.1607 0.1137 -0.0012
1.2259 -0.3880 -0.5409
0.7804 -0.5378 0.5399
-0.1387 -0.0655 0.2130
-0.5160 0.1179 0.1967
-0.3719 0.1517 -0.2073
-0.0249 0.0900 -0.2750
0.5394 1.6600 -0.8143
-0.0079 -0.4765 0.7947
-0.9286 2.0529 2.2357
-0.1932 -0.3287 -0.2773
0.1259 0.8977 0.4422
-0.4746 0.4428 0.2901
-0.1805 0.2993 0.0603
0.3033 -0.0940 0.1300
0.9876 -0.8754 -1.1454
-0.4652 0.0237 0.0621
0.0880 0.8321 0.6853
-0.3456 0.1644 0.3663
-0.0097 -0.1834 -0.0134
-0.1785 -0.0982 -0.1550
0.0573 -0.0561 -0.0810
-0.0751 0.1111 0.1993
-0.9679 0.1137 -0.9052
0.2311 -0.2594 0.6459
0.2470 0.0822 -0.2047
-0.0453 -0.0979 0.2568
0.0516 0.1206 -0.0641
0.1246 -0.2564 0.1467
0.1883 0.1001 0.0230
0.2600 0.1748 -0.0110
0.1651 -0.6449 -0.5994
-0.5365 -0.3553 0.4897
0.2694 0.6207 0.5433
0.3713 0.7030 -0.3760
0.0500 -0.1759 -0.3928
-0.1633 -0.0358 -0.0826
-0.1921 0.0790 0.2163
-0.0407 0.0805 0.1241
0.1622 0.0642 0.4655
-1.4156 -0.5333 -0.3612
-1.0588 -0.1963 -0.1668
1.0250 -4.1364 -2.9204
1.1271 0.1251 -0.5791
1.5524 0.1000 0.4275
-0.2188 0.2222 0.0151
0.3036 -0.3701 -0.1872
0.1745 0.4285 -0.0680
0.2712 -0.0297 0.2280
0.0292 -0.0480 0.1752
0.4594 -0.2663 0.2668
-0.4704 -0.1185 0.4153
-0.1961 -0.1677 -0.0369
-0.1767 0.0277 0.0693
-0.8034 0.0293 -0.1724
-0.1628 0.3611 -0.1455
-0.2300 -0.2603 0.0449
0.6866 -0.2991 0.6049
-0.9186 -0.5643 -0.4626
0.2374 0.0038 -0.2248
-1.0295 1.1655 1.1554
-0.0922 0.1128 0.0378
-0.1041 0.0643 0.0797
0.1574 0.0616 -0.1658
0.0775 0.1542 0.0671
0.0819 0.2279 -0.3478
0.3037 0.2887 0.2315
0.0309 0.0416 -0.0634
0.0469 -0.0134 -0.1084
0.6955 -0.3068 -0.1263
0.1439 -0.6104 -0.6055
-0.1191 -0.2098 -0.0291
0.0059 0.1400 -0.0048

(3)
Formula: C13H44NO11
Source: OMol25
Level of theory: ωB97M-V/def2-TZVPD

Calculated values
HOMO level	-2.946	eV
energy above the lowest of the compared OMol25 structures with the same formula, charge and spin	1.2969	eV
LUMO	0.082	Ha
total charge	-1

Last column: Mulliken charge in e.
Element x y z (Å)
1 N -24.9560 -9.0779 19.5311  0.484
2 H -24.5222 -8.2868 19.9850  0.561
3 H -25.3483 -8.8178 18.6375  0.692
4 H -25.8240 -9.3311 19.9812  -0.595
5 H -24.3425 -9.8801 19.5172  0.114
6 C -28.3282 -9.0508 20.0165  0.263
7 O -29.2928 -9.7854 19.9232  -0.985
8 O -28.3808 -7.9530 19.5289  -0.890
9 O -27.3707 -9.3945 20.6408  0.417
10 O -21.4663 -7.6257 18.9954  -0.617
11 H -21.5911 -7.3291 18.0939  0.311
12 H -22.3304 -7.5399 19.3981  0.261
13 O -26.3158 -8.7416 17.3975  -0.786
14 H -26.8941 -8.2635 17.9918  0.089
15 H -26.8968 -9.0739 16.7131  0.302
16 O -24.1760 -6.6490 20.1384  -0.659
17 H -25.0909 -6.3855 20.0397  0.233
18 H -23.7636 -5.9169 20.5969  0.270
19 O -27.6559 -11.6935 22.1217  -0.762
20 H -28.6103 -11.6641 22.0552  0.306
21 H -27.3623 -10.8729 21.7258  0.172
22 C -24.8440 -11.8257 15.2589  -1.173
23 C -23.7914 -11.6224 16.4044  1.049
24 C -22.3314 -11.6804 15.9570  -1.488
25 O -23.9127 -10.3222 17.1005  -0.492
26 H -24.7258 -11.1115 14.4440  0.362
27 H -25.8613 -11.7392 15.6404  0.090
28 H -24.8875 -12.7989 14.7699  0.335
29 H -23.9349 -12.4469 17.1027  0.022
30 H -21.7872 -11.5993 16.8979  0.294
31 H -21.9651 -10.9355 15.2506  0.319
32 H -22.0520 -12.6729 15.6036  0.379
33 H -24.7276 -9.8582 16.8952  0.254
34 C -26.7261 -6.8220 25.0286  -1.460
35 C -26.9538 -7.9864 24.0066  0.655
36 C -28.2318 -8.7809 24.4072  -1.251
37 O -27.1848 -7.4444 22.8235  -0.541
38 H -25.9460 -6.1225 24.7283  0.351
39 H -26.3080 -7.2951 25.9171  0.385
40 H -27.6914 -6.3526 25.2182  0.344
41 H -26.1127 -8.6794 23.9898  0.220
42 H -28.5928 -9.4443 23.6212  0.246
43 H -29.0631 -8.1804 24.7764  0.340
44 H -28.0573 -9.3470 25.3222  0.401
45 H -27.3154 -8.1528 22.1889  0.201
46 C -22.1259 -13.3566 20.2832  -1.266
47 C -22.5443 -11.9741 20.8932  0.485
48 C -21.5266 -10.8010 20.5758  -1.196
49 O -23.8456 -11.6181 20.5088  -0.301
50 H -21.1948 -13.7412 20.6993  0.388
51 H -22.0326 -13.2296 19.2046  0.208
52 H -22.8607 -14.1544 20.3922  0.402
53 H -22.6702 -12.1118 21.9671  0.256
54 H -21.8367 -9.8401 20.9864  0.255
55 H -21.5051 -10.6698 19.4939  0.193
56 H -20.5662 -11.1606 20.9452  0.462
57 H -24.4270 -12.3524 20.7193  0.152
58 C -28.5440 -13.3247 16.4163  -1.262
59 C -28.5370 -12.7229 17.8466  0.616
60 C -27.1365 -12.3270 18.2879  -0.032
61 O -29.2618 -11.5290 17.8267  -0.607
62 H -29.4941 -13.4994 15.9112  0.383
63 H -28.1096 -14.3179 16.3026  0.351
64 H -27.9435 -12.6612 15.7940  0.172
65 H -28.9724 -13.4241 18.5585  0.227
66 H -26.5437 -13.1606 18.6645  0.425
67 H -27.1394 -11.4830 18.9776  -0.286
68 H -26.5599 -11.8524 17.4939  -0.377
69 H -29.0597 -10.9551 18.5693  0.328

Atomic forces in eV per Å
1.0657 -0.1509 0.1616
0.0107 -0.0769 0.2914
0.8454 -0.2268 -0.7307
-1.9415 -0.2889 1.7723
0.1752 -0.3825 -0.3827
-4.2058 0.3204 -1.4334
-4.2007 -4.3904 -0.5785
1.0985 6.8052 -3.7327
8.8634 -2.9663 5.3488
0.4177 -0.0660 0.1496
-0.0784 0.0056 -0.2276
-0.3724 0.0902 0.0488
0.3303 -0.0572 -1.4542
-1.5317 0.6320 1.0467
-0.3270 -0.1719 -0.0901
0.5555 0.5807 -0.0240
-0.6917 0.0519 -0.0029
0.1611 0.1457 0.2357
0.2744 -1.3024 0.9915
-0.1816 0.2216 -0.3404
-0.1864 1.0276 -0.9127
0.0524 0.5720 0.4244
-0.4192 0.9003 -1.2194
0.0576 -0.6772 0.7960
0.4090 -1.5427 -0.6642
0.1439 0.2731 0.1038
0.0628 0.3396 0.1679
0.7123 -0.2950 0.3280
-0.1423 0.2108 0.3932
0.3835 0.3849 -0.0688
-0.4332 0.1372 0.0679
-0.2439 -0.1183 -0.3139
-0.3843 -0.2050 -0.1321
0.4879 -1.6126 -0.2345
-1.3504 -0.2296 3.1944
0.3893 -0.2696 1.3333
0.1663 2.0349 -2.9865
-0.2805 0.1457 -0.4409
-0.3807 0.1210 0.4770
0.2544 0.2225 0.0836
0.4034 -0.1594 0.2030
0.2375 0.0308 -0.0218
-0.0267 0.7212 -0.6836
0.3996 -0.6593 -0.0581
-0.2130 -0.3788 -1.2001
-0.0651 0.9959 -0.2925
0.7177 -0.3930 0.6141
-1.4170 -1.7895 -0.1568
-0.3382 0.5057 -1.1244
0.1121 0.2178 -0.0242
0.2931 0.0237 -0.1344
-0.3233 0.2383 0.4148
0.8722 0.0271 0.4131
0.1002 -0.2413 0.3557
0.2224 -0.0485 -0.0819
0.1210 0.4773 -0.0400
-0.3539 0.0592 0.0126
0.3362 -0.0894 -0.0382
0.2742 0.6084 -0.4079
0.8993 -0.0010 -0.1822
-0.9997 -0.6810 -1.9688
-0.4704 0.6752 0.4812
0.5506 -0.1065 0.6214
-0.1319 0.0927 -0.1955
-0.0661 -0.2430 0.1757
0.0796 -0.0218 0.2036
-0.4331 -0.4799 0.7973
-0.1088 -0.3761 -0.5652
-0.2377 0.8024 1.4378

| no. | Kohn-Sham gap (eV) |
| --- | --- |
| 1 | 7.44 |
| 2 | 9.21 |
| 3 | 5.18 |